Record 1
11
Properties=species:S:1:pos:R:3 method="wB97M-V/def2-TZVPD" smiles=CC(O)(C#N)C#N homo_lumo_gap_ev=12.5 lumo_ev=0.295 relative_energy_ev=1.402
H 0.6539 -0.3861 -1.7421
H 0.9322 1.2222 -0.9551
C -0.2656 -0.1486 0.1843
H 0.3964 -1.8385 0.8456
N -2.4947 0.6498 -0.9990
O -0.4469 -1.5193 0.5124
H 1.8232 -0.2087 -0.4255
C 0.8705 0.1362 -0.8111
C -0.0601 0.6421 1.4326
C -1.5509 0.2462 -0.4668
N 0.1421 1.2049 2.4246

***

Record 2
91
Properties=species:S:1:pos:R:3 method="wB97M-V/def2-TZVPD" charge=+1 homo_lumo_gap_ev=5.5 lumo_ev=-4.630 relative_energy_ev=0.341
H 2.8288 -0.8414 6.8886
C 1.6566 -2.0343 -8.5239
H 2.5478 -1.9367 0.7429
H -2.0937 -5.8015 1.4548
H -0.7387 -2.7297 -1.3173
O -0.9594 -3.3839 4.0155
H 6.1879 -2.7958 1.1480
C 3.0669 -3.9793 -8.3079
H -3.0545 -4.3242 1.2898
H 0.8399 -1.7225 2.6859
C 7.3763 -2.6553 -1.9442
C 6.3312 0.6703 2.6231
H -2.5660 -4.8779 2.9173
H 8.4516 -2.5111 -2.1105
H 6.5650 -0.7637 6.3480
H 3.6752 -4.5553 -7.6016
H 7.3432 0.3927 8.4361
N 6.0716 -1.1270 3.9145
H 6.5860 1.6298 2.2041
C 8.0128 2.1696 7.3608
C 1.8659 -2.7516 -1.1567
C 6.9787 0.2434 6.3136
C -2.2533 -4.7983 1.8734
H 1.2211 -1.1839 -7.9843
C 3.5934 -1.8151 -5.6473
H 8.5869 3.7898 6.0257
H 3.6941 -1.7250 -1.5987
H 2.9345 -1.2797 4.4316
C 6.6473 -1.3190 -1.7196
H -1.7834 -2.2676 0.0511
C 3.6811 -1.7399 -4.2777
H 7.7715 2.6061 3.9825
H 7.0840 -0.4321 -2.1953
H -0.7939 -5.7141 -0.3784
C 2.0957 -3.4405 3.0895
H 4.2855 -1.2733 -6.2888
C 2.1062 -3.2451 4.5879
H 1.1302 -4.7944 7.4569
C 2.8682 -2.3107 -2.0085
C 1.7579 -3.2249 -4.0716
H 6.7167 -4.4526 -0.8296
C 7.6599 2.1508 4.9643
N 2.5583 -2.7809 -7.6638
C 6.4934 0.1898 3.9054
N 6.2200 -2.6248 0.1365
H 4.5290 -0.8139 0.3230
C 1.6600 -3.2912 -5.4403
C 0.8554 -2.8041 2.4472
H 8.0745 -3.5784 -0.0753
H 1.0049 -3.7400 -3.4672
H 7.5566 -0.9999 0.2050
C -0.3392 -3.8154 0.5421
C 2.5515 -2.0352 5.1188
N 0.7887 -2.9862 0.9891
H 1.9420 -2.6266 8.4186
H 0.7690 -5.0367 -0.8880
H 5.6291 -1.4197 -2.1146
H 0.8656 -3.8760 -5.9032
C 2.6012 -2.6216 -6.2715
C 7.0393 0.8734 5.0537
H 8.3820 2.6766 8.2538
H 0.8555 -2.6944 -8.8974
C 8.1293 2.7987 6.1067
C 1.9946 -2.8009 7.3438
C 7.1218 -3.4545 -0.6293
C 2.4863 -1.8009 6.4942
C 5.5239 -0.3644 0.4842
H 1.2834 -5.1824 5.0104
C 1.7965 -2.5386 0.2195
C -1.2820 -3.1081 -0.4491
C 6.5517 -1.2536 -0.1902
C 2.7738 -2.4402 -3.4357
N 5.8074 -0.3497 1.9162
H -2.0305 -3.8374 -0.7875
C 0.0979 -5.1724 -0.0375
H 0.6066 -5.7672 0.7343
H 6.9639 -3.1562 -2.8266
H 2.2263 -1.6778 -9.3963
C 7.4355 0.8890 7.4638
H 4.4024 -1.0743 -3.8099
H 2.1062 -4.5136 2.8461
C 1.5429 -4.0152 6.8140
H 2.9886 -2.9889 2.6384
H 1.0372 -3.2986 -1.6051
N -1.0321 -4.0297 1.8020
C 1.6233 -4.2410 5.4407
C -0.4653 -3.4307 2.8935
N 5.7177 -1.4614 2.7066
H 5.5561 0.6781 0.1664
H 2.2389 -4.6029 -8.6809
H 3.6760 -3.6907 -9.1772

***

Record 3
39
Properties=species:S:1:pos:R:3 method="wB97M-V/def2-TZVPD" homo_lumo_gap_ev=7.6 lumo_ev=-1.599
S 2.3199 0.9959 2.7769
O 8.0969 1.2355 -1.2849
O 1.8758 1.3458 4.0738
H 0.4568 -0.5224 1.6985
C 4.4976 -0.6822 -1.4897
H -3.4643 0.2099 2.4192
H -6.6310 -3.3840 -1.8408
C -0.9964 0.6913 2.6433
C -2.5174 0.6471 2.1156
O 2.7795 -0.3172 2.5005
H -0.7834 1.4434 3.4018
C 6.5629 0.0343 -2.6054
H 7.2306 0.1152 -3.4537
C 7.0298 0.6653 -1.3435
C -6.2988 -2.3829 -1.5975
H -5.7928 0.6567 -3.2577
H -5.9552 -2.7148 0.4673
O -6.5936 -1.7377 -3.8422
C -5.8115 -0.0312 -2.4221
C -6.2647 -1.4136 -2.7227
Br 1.7845 2.1608 0.0705
C 5.3900 -0.5887 -2.6737
C -5.4527 0.3251 -1.1923
H -0.4006 0.6208 0.5955
H 5.0287 -1.0538 -3.5821
C 6.1372 0.5715 -0.1606
H -5.1183 1.3253 -0.9481
C 4.9649 -0.0535 -0.2281
F 3.4477 1.9765 2.3783
H -2.7101 1.5669 2.7438
O -1.6721 -0.3584 3.0663
C -5.9390 -2.0264 -0.3680
H 6.4970 1.0382 0.7478
O 3.4276 -1.2472 -1.5525
N 1.1430 1.5011 1.7137
H 4.3000 -0.1395 0.6208
C -5.4889 -0.6439 -0.0684
O -5.1577 -0.3170 1.0499
C 0.0778 0.4880 1.5506